Entry 1:
This record from the Open Molecules 2025 dataset describes a molecular structure, C23H46N4O2SSi. The level of theory is ωB97M-V with the def2-TZVPD basis set.

The geometry in XYZ format:
```
77
Properties=species:S:1:pos:R:3:mulliken_charge:R:1
S -0.45 -5.52 -2.19 0.122
Si -0.23 0.92 -0.44 0.434
O -1.71 0.21 -0.85 -0.515
O 1.98 -1.94 -6.36 -0.549
N 0.66 -5.52 -3.38 -0.624
N 3.65 -4.88 1.48 0.132
N -1.02 -3.99 -2.15 -0.554
N -2.62 5.96 2.05 0.265
C 1.29 -0.18 -0.65 -0.571
C 0.10 2.48 -1.49 -1.022
C 0.63 -4.25 -3.86 0.707
C 4.47 -6.01 1.89 -0.686
C 2.39 -3.81 -0.38 -1.048
C -0.43 -2.02 -3.56 0.532
C -1.62 -1.10 -1.42 -0.512
C 3.76 -7.34 2.18 -0.961
C 2.84 -4.27 2.53 -0.712
C -2.65 6.31 3.46 -0.702
C -3.37 7.60 3.87 -0.987
C 0.36 -1.62 -4.61 -0.557
C -1.74 6.76 1.22 -0.621
C -0.32 -3.39 -3.13 0.762
C 1.44 -3.80 -4.96 -1.143
C -3.89 5.03 0.13 -1.239
C -0.42 1.56 1.34 -0.962
C 1.29 -2.49 -5.32 0.706
C 2.99 -5.08 0.20 -0.560
C -1.39 -0.98 -2.96 -0.883
C -2.22 8.16 0.79 -1.071
C 1.53 -4.98 2.92 -0.953
C -3.94 5.69 1.50 -0.407
H -0.93 -1.78 -0.91 0.329
H 4.50 -8.13 2.26 0.401
H -3.50 5.70 -0.64 0.296
H -4.46 5.01 2.17 0.452
H -2.79 8.49 3.60 0.219
H 0.27 -0.57 -4.94 0.184
H -0.73 3.21 -1.44 0.281
H 1.72 -5.85 3.54 0.292
H -3.50 7.62 4.95 0.405
H 1.55 -3.44 0.22 0.219
H -1.06 0.02 -3.28 0.259
H -4.90 4.74 -0.18 0.450
H -2.37 -1.14 -3.46 0.373
H 0.95 -5.28 2.06 0.215
H -2.15 8.88 1.60 0.257
H -3.28 4.13 0.15 0.141
H -4.56 6.60 1.43 0.252
H -2.63 -1.54 -1.29 0.414
H 2.14 0.27 -0.10 0.473
H 0.92 -4.29 3.51 0.373
H 3.07 -7.62 1.38 0.259
H 1.11 -1.17 -0.20 -0.140
H -1.51 6.19 0.31 0.179
H 1.04 2.98 -1.18 0.334
H 3.22 -7.31 3.12 0.227
H 2.02 -4.00 -1.39 0.284
H 3.14 -3.02 -0.44 0.407
H 0.27 2.22 -2.56 0.301
H -1.59 8.53 -0.02 0.407
H 0.48 1.41 1.96 0.368
H 2.59 -3.25 2.21 0.343
H 1.54 -0.35 -1.72 0.267
H 3.45 -4.14 3.42 0.378
H 1.51 -1.13 -6.62 0.309
H 3.73 -5.45 -0.51 0.406
H 5.05 -5.72 2.77 0.355
H -3.12 5.48 4.00 0.408
H -1.27 1.00 1.79 0.275
H 5.21 -6.18 1.11 0.404
H -3.25 8.15 0.43 0.244
H 2.20 -5.85 0.26 0.266
H -1.62 6.34 3.84 0.340
H -0.77 6.86 1.72 0.446
H -0.76 2.62 1.31 0.122
H -4.36 7.68 3.42 0.271
H 2.12 -4.45 -5.51 0.437
```

Properties
HOMO energy: -0.2969 Ha
Orbital gap: 7.52 eV
Lowest unoccupied orbital energy: -0.559 eV

Entry 2:
This record from the Open Molecules 2025 dataset describes a molecular structure, C11H7NO6Re. The level of theory is ωB97M-V with the def2-TZVPD basis set.

The geometry in XYZ format:
```
26
Properties=species:S:1:pos:R:3:mulliken_charge:R:1
Re -0.58 0.44 0.02 1.475
O 0.36 0.08 -4.86 -0.387
O -3.41 2.74 -3.43 -0.377
O -1.89 1.80 -5.86 -0.339
O -1.25 0.79 1.90 -0.461
O -1.86 1.45 -1.02 -0.695
O 0.04 0.10 -1.74 -0.669
N 0.76 -0.64 1.15 -0.315
C 2.49 -2.03 2.77 -0.128
C -1.70 1.42 -2.32 0.987
C -0.64 0.66 -2.73 0.758
C 0.60 -0.62 2.50 0.521
C -0.55 0.19 3.05 -0.144
C 1.45 -1.30 3.33 -0.892
C -1.65 1.54 -4.73 0.365
C 1.78 -1.35 0.61 -0.016
C -0.47 0.64 -4.23 0.012
C -2.45 2.04 -3.48 0.030
C 2.66 -2.06 1.39 -0.776
H 1.86 -1.33 -0.47 0.525
H 3.46 -2.61 0.93 0.437
H -1.27 -0.44 3.58 0.379
H -2.01 1.33 2.17 0.390
H 3.17 -2.58 3.41 0.465
H -0.20 1.00 3.69 0.379
H 1.30 -1.28 4.40 0.477
```

Properties
Total charge: +2
ΔE to the lowest compared entry with this formula, charge and spin: 0.01 kcal/mol
HOMO energy (spin up / spin down): -0.5795 / -0.5786 Ha
2S+1: 2
Orbital gap (spin up / spin down): 4.92 / 4.97 eV
Lowest unoccupied orbital energy (spin up / spin down): -10.849 / -10.775 eV

Entry 3:
This record from the Open Molecules 2025 dataset describes a gas-phase ion, C4H7N2 (charge +1). The level of theory is ωB97M-V with the def2-TZVPD basis set.

The geometry in XYZ format:
```
13
Properties=species:S:1:pos:R:3:mulliken_charge:R:1
N 1.43 0.12 0.48 0.352
N 0.39 0.62 0.49 -0.310
C -0.39 -0.88 -0.93 -0.547
C -2.05 0.61 0.43 -0.992
C 2.63 -0.11 0.42 -0.211
C -0.69 0.05 -0.01 0.614
H 3.35 -0.29 1.18 0.327
H -2.25 1.52 -0.07 0.312
H -2.90 -0.08 0.19 0.335
H -1.24 -1.09 -1.65 0.241
H 0.55 -1.31 -1.35 0.267
H 3.00 0.11 -0.63 0.269
H -1.81 0.75 1.44 0.343
```

Properties
Total charge: +1
ΔE to the lowest compared entry with this formula, charge and spin: 126.38 kcal/mol
HOMO energy (spin up / spin down): -0.5503 / -0.5503 Ha
Orbital gap (spin up / spin down): 8.98 / 8.98 eV
Lowest unoccupied orbital energy (spin up / spin down): -5.994 / -5.994 eV
SMILES: C=[N+]=NC(=C)C

Entry 4:
This record from the Open Molecules 2025 dataset describes 2 unconnected molecules or ions with the total composition C3H10NOS2. The level of theory is ωB97M-V with the def2-TZVPD basis set.

The geometry in XYZ format:
```
17
Properties=species:S:1:pos:R:3:mulliken_charge:R:1
S -1.15 1.41 1.55 -0.052
S -0.38 0.13 2.99 -0.276
O 0.62 0.11 -2.28 -0.897
N -0.78 -1.18 -0.79 -0.439
C -0.11 0.15 -1.19 0.100
C 0.21 -2.25 -0.95 -0.865
C 0.34 2.40 1.18 -0.885
H 0.50 0.31 -0.27 -0.127
H 0.48 3.14 1.96 0.323
H -0.26 -3.22 -0.87 0.309
H -0.93 0.95 -1.19 0.136
H 1.00 -2.15 -0.19 0.223
H 0.24 2.86 0.20 0.323
H 0.71 -2.14 -1.92 0.346
H -1.41 -1.32 -1.58 0.276
H 1.18 1.70 1.22 0.322
H -0.28 -0.89 2.12 0.182
```

Properties
Total charge: -1
ΔE to the lowest compared entry with this formula, charge and spin: 57.72 kcal/mol
HOMO energy: -0.0974 Ha
Orbital gap: 5.68 eV
Lowest unoccupied orbital energy: 3.031 eV

Entry 5:
This record from the Open Molecules 2025 dataset describes 4 unconnected molecules or ions with the total composition C5H13Br2N3O6. The level of theory is ωB97M-V with the def2-TZVPD basis set.

The geometry in XYZ format:
```
29
Properties=species:S:1:pos:R:3:mulliken_charge:R:1
Br -3.27 3.92 -2.76 -0.138
Br -4.00 1.50 1.13 -0.155
O 5.04 -1.87 2.82 -0.518
O -0.92 -1.62 -1.13 -0.475
O -1.45 -2.73 -2.93 -0.522
O 1.85 1.96 1.05 -0.544
O 3.77 -3.51 2.30 -0.530
O -0.03 1.88 0.05 -0.527
N 0.73 1.58 0.93 0.922
N 4.82 -2.90 2.25 0.876
N -1.48 -1.71 -2.22 0.842
C -1.99 -0.48 -2.85 -0.538
C 0.21 0.58 1.93 -0.754
C 5.98 -3.52 1.60 -0.697
C -3.98 2.76 -1.40 -0.670
C -3.32 2.92 0.00 -0.313
H -1.49 -0.46 -3.81 0.308
H -1.72 0.37 -2.23 0.153
H 5.81 -4.59 1.64 0.291
H -3.81 1.77 -1.68 0.229
H 1.09 -0.03 2.20 0.332
H -4.94 3.08 -1.39 0.474
H -3.63 3.84 0.57 0.383
H -2.24 2.80 -0.05 0.204
H 5.92 -3.12 0.59 0.276
H -0.16 1.12 2.79 0.279
H -0.51 -0.06 1.49 0.275
H -3.12 -0.33 -3.04 0.234
H 6.83 -3.13 2.14 0.302
```

Properties
ΔE to the lowest compared entry with this formula, charge and spin: 14.25 kcal/mol
HOMO energy: -0.3852 Ha
Orbital gap: 10.40 eV
Lowest unoccupied orbital energy: -0.085 eV
SMILES: C[N+](=O)[O-].C[N+](=O)[O-].C[N+](=O)[O-].BrCCBr

Entry 6:
This record from the Open Molecules 2025 dataset describes 2 unconnected molecules or ions with the total composition C7H15N. The level of theory is ωB97M-V with the def2-TZVPD basis set.

The geometry in XYZ format:
```
23
Properties=species:S:1:pos:R:3:mulliken_charge:R:1
N -1.23 1.01 0.54 -0.708
C 1.29 0.82 0.68 -0.431
C 2.40 -1.39 0.23 -0.599
C 2.58 -2.46 0.96 -0.574
C 1.22 -0.55 -0.01 0.387
C 0.04 1.64 0.34 -0.701
C -2.06 1.21 -1.82 -1.260
C -1.85 0.33 -0.56 -0.171
H 0.18 2.10 -0.67 0.203
H 0.32 -1.10 0.27 -0.310
H 0.99 -0.28 -1.06 0.256
H -1.11 1.65 -2.13 0.293
H -1.42 -0.64 -0.93 0.207
H 3.52 -2.99 0.99 0.262
H 0.04 2.52 1.00 0.293
H 1.73 -2.80 1.55 0.257
H 2.21 1.34 0.37 0.333
H -1.00 -1.58 1.25 -0.116
H -2.76 2.02 -1.58 0.295
H -1.12 -2.18 1.68 0.161
H -2.83 0.05 -0.18 0.237
H 1.37 0.61 1.76 0.281
H -2.51 0.67 -2.66 0.403
```

Properties
Total charge: -1
ΔE to the lowest compared entry with this formula, charge and spin: 73.33 kcal/mol
HOMO energy (spin up / spin down): -0.0598 / -0.0573 Ha
2S+1: 2
Orbital gap (spin up / spin down): 5.57 / 4.73 eV
Lowest unoccupied orbital energy (spin up / spin down): 3.940 / 3.167 eV

So what do the calculations give for E_tot? Going down the list: -53366.2027 -27403.6066 -7230.2579 -28480.6214 -162226.9203 -8987.3762 eV.